[1]
The following is a quantum chemistry calculation of C16H25CeClS as an isolated structure in a non-equilibrium geometry, from OMol25.

CARTESIAN COORDINATES (ANGSTROEM)
C: 0.2369 0.8735 -5.9553
C: 1.6249 1.3942 -5.9837
C: -0.0066 -0.5399 -6.3315
C: -0.8900 1.8352 -6.0182
Cl: 0.1011 0.3708 -2.5238
H: -0.0174 -0.6819 -7.4239
H: -0.9713 -0.8973 -5.9684
H: 0.7686 -1.2035 -5.9457
H: 1.9501 1.6512 -7.0045
H: 2.3425 0.6625 -5.6102
H: 1.7301 2.3055 -5.3930
H: -1.0819 2.1808 -7.0464
H: -0.6950 2.7308 -5.4268
H: -1.8231 1.3926 -5.6669
C: 1.6300 -0.8422 1.7266
C: 1.0422 -1.9558 1.0869
C: 1.4717 -1.9721 -0.2649
H: 0.3924 -2.6770 1.5521
C: 2.3391 -0.8697 -0.4455
C: 2.4363 -0.1787 0.7756
H: 3.0318 0.6974 0.9686
H: 1.5175 -0.5702 2.7620
H: 1.2013 -2.6934 -1.0167
H: 2.7977 -0.5817 -1.3747
C: -1.9440 0.9498 1.2616
C: -1.8088 -0.3787 1.7119
C: -2.1019 -1.2410 0.6300
H: -1.5201 -0.6856 2.7037
C: -2.4177 -0.4506 -0.4903
C: -2.3118 0.9066 -0.1074
H: -2.4752 1.7564 -0.7450
H: -1.8218 1.8398 1.8544
H: -2.0764 -2.3178 0.6547
H: -2.6513 -0.8100 -1.4769
Ce: 0.0000 0.0000 0.0000
C: 2.2634 3.9856 0.6198
S: 1.1013 2.5983 0.3817
C: -0.3608 3.6874 0.5634
H: 2.2945 4.6557 -0.2550
H: 3.2696 3.5478 0.7756
H: 2.0418 4.5054 1.5832
H: -0.1409 4.7101 0.1992
H: -1.1669 3.3629 -0.1054
H: -0.6740 3.7468 1.6281

Cartesian forces (eV/Å) of the 6 atoms listed first:
0.116 0.439 -3.120
-0.051 -0.190 1.373
-0.050 -0.192 1.386
-0.056 -0.202 1.372
-0.059 0.003 -0.787
0.090 0.515 0.016

Computed properties:
- total charge = +2
- energy above the lowest of the compared OMol25 structures with the same formula, charge and spin (kJ/mol) = 0.0
- HOMO level (eV) = -15.13

***

[2]
The following is a quantum chemistry calculation of a 10-piece molecular cluster, C48H97Cl2NO19S overall, from OMol25.

CARTESIAN COORDINATES (ANGSTROEM)
C: -9.6142 4.4031 3.4335
C: -9.4160 5.8642 3.0019
C: -8.1717 6.5419 3.6191
C: -7.2764 7.2297 2.5822
C: -6.3073 6.2684 1.8948
C: -5.1276 5.9603 2.8139
N: -4.0366 5.1616 2.2523
C: -4.3499 3.8141 1.7354
S: -5.6158 2.9435 2.6865
C: -3.0279 3.0350 1.6476
O: -2.6271 2.9452 0.2827
C: -1.7062 1.9197 0.0215
C: -2.2049 0.4571 0.1506
Cl: -1.5885 -0.2752 1.6629
C: -3.7183 0.3076 -0.1090
C: -3.9561 -0.1559 -1.5452
Cl: -4.5518 -0.8236 0.9966
H: -9.1454 4.2141 4.3997
H: -9.1824 3.7135 2.7030
H: -10.6734 4.1650 3.5168
H: -10.3000 6.4281 3.3040
H: -9.3300 5.9153 1.9132
H: -8.4784 7.2722 4.3705
H: -7.5929 5.7821 4.1546
H: -7.9111 7.7316 1.8472
H: -6.6798 8.0089 3.0692
H: -5.9207 6.7314 0.9793
H: -6.8415 5.3524 1.6140
H: -4.6732 6.9172 3.0928
H: -5.4632 5.5018 3.7439
H: -3.7027 5.6946 1.4532
H: -4.7289 3.8703 0.7079
H: -4.7717 2.4757 3.6123
H: -2.2905 3.6353 2.1930
H: -3.0814 2.0481 2.1120
H: -0.8275 2.0230 0.6709
H: -1.3639 2.0832 -1.0029
H: -1.6897 -0.1072 -0.6279
H: -4.2181 1.2553 0.0638
H: -4.9501 0.1376 -1.8825
H: -3.2299 0.3050 -2.2191
H: -3.8783 -1.2414 -1.6083
O: 4.4884 -0.5652 -1.3892
C: 3.5754 -1.2568 -1.0202
O: 2.5386 -0.6577 -0.4000
C: 1.3442 -1.3758 -0.0404
C: 1.4582 -2.0249 1.3201
C: 3.5919 -2.7570 -1.1700
H: 1.0674 -2.0856 -0.8135
H: 0.5691 -0.6122 -0.0233
H: 2.2363 -2.7889 1.3468
H: 0.5108 -2.4894 1.5913
H: 1.7070 -1.2731 2.0712
H: 4.0786 -3.1956 -0.3005
H: 4.1872 -3.0005 -2.0453
H: 2.6117 -3.2145 -1.2715
O: -5.2446 10.5677 4.0931
C: -4.0887 10.3065 4.2758
O: -3.5352 9.3341 3.5152
C: -2.1395 9.0050 3.5482
C: -1.8121 8.0020 4.6328
C: -3.2690 10.9630 5.3607
H: -1.5340 9.9083 3.6270
H: -1.9457 8.5756 2.5664
H: -2.0036 8.4079 5.6266
H: -0.7611 7.7166 4.5740
H: -2.4215 7.1062 4.5083
H: -3.4017 10.3896 6.2785
H: -3.6677 11.9610 5.5188
H: -2.2066 11.0305 5.1453
O: -11.8246 4.6826 5.6844
C: -12.7807 3.9715 5.8086
O: -13.7723 4.0685 4.8935
C: -14.8780 3.1600 4.8516
C: -15.9963 3.5727 5.7850
C: -12.9343 3.0279 6.9787
H: -14.5436 2.1397 5.0423
H: -15.2136 3.1980 3.8166
H: -15.6804 3.5466 6.8278
H: -16.8474 2.9008 5.6693
H: -16.3203 4.5872 5.5543
H: -13.4082 3.5735 7.7951
H: -11.9384 2.7329 7.2966
H: -13.5212 2.1383 6.7695
O: 2.1050 6.4755 3.0713
C: 1.8712 5.4403 2.5110
O: 2.7769 4.4439 2.5921
C: 2.5136 3.1126 2.1204
C: 2.7922 2.9479 0.6418
C: 0.6324 5.2478 1.6693
H: 1.4972 2.8122 2.3799
H: 3.1885 2.4897 2.7046
H: 2.1292 3.5667 0.0361
H: 2.6541 1.9063 0.3475
H: 3.8197 3.2349 0.4201
H: 0.8457 5.5897 0.6566
H: -0.1550 5.8706 2.0865
H: 0.2766 4.2219 1.6266
O: 5.2994 -5.4012 -0.5767
C: 6.4242 -4.9815 -0.4937
O: 7.3220 -5.3760 -1.4126
C: 8.6393 -4.8021 -1.5072
C: 9.6297 -5.4569 -0.5740
C: 6.8657 -4.0854 0.6396
H: 8.5875 -3.7215 -1.3655
H: 8.9303 -4.9750 -2.5418
H: 9.3755 -5.3135 0.4748
H: 10.6245 -5.0474 -0.7406
H: 9.6705 -6.5284 -0.7652
H: 7.1948 -4.7210 1.4620
H: 6.0086 -3.5076 0.9746
H: 7.6729 -3.4055 0.3858
O: 11.1546 -6.0069 -3.7532
C: 10.8778 -5.5003 -4.8053
O: 11.5895 -4.4244 -5.2032
C: 11.4334 -3.8281 -6.4972
C: 10.3028 -2.8224 -6.5315
C: 9.7158 -5.9819 -5.6419
H: 11.3193 -4.5973 -7.2616
H: 12.3871 -3.3354 -6.6787
H: 9.3378 -3.2941 -6.3463
H: 10.2635 -2.3375 -7.5073
H: 10.4578 -2.0585 -5.7701
H: 8.8168 -5.4644 -5.3045
H: 9.5883 -7.0435 -5.4506
H: 9.8283 -5.8200 -6.7099
O: -0.7469 -3.4852 -1.5625
C: -0.9694 -3.0723 -2.6680
O: -0.2666 -2.0026 -3.0981
C: -0.3104 -1.5369 -4.4579
C: -1.4644 -0.5887 -4.6983
C: -2.0403 -3.6642 -3.5498
H: -0.3192 -2.3785 -5.1507
H: 0.6398 -1.0228 -4.5904
H: -2.4278 -1.0812 -4.5623
H: -1.4211 -0.2010 -5.7161
H: -1.4094 0.2515 -4.0051
H: -2.9899 -3.1787 -3.3244
H: -2.1277 -4.7184 -3.2996
H: -1.8357 -3.5712 -4.6135
O: -0.5928 -4.8965 -7.5115
C: -1.1458 -5.9365 -7.2796
O: -2.3110 -6.1969 -7.9064
C: -2.9697 -7.4672 -7.8206
C: -3.8575 -7.5715 -6.5992
C: -0.6176 -6.9090 -6.2504
H: -2.2428 -8.2786 -7.8680
H: -3.5658 -7.5178 -8.7300
H: -3.2808 -7.5182 -5.6758
H: -4.3968 -8.5190 -6.6091
H: -4.5839 -6.7590 -6.5942
H: -1.0118 -6.6201 -5.2756
H: 0.4643 -6.8139 -6.2221
H: -0.8690 -7.9501 -6.4315
O: 11.5600 -6.2567 1.6538
C: 12.5579 -6.7546 1.2113
O: 12.6258 -6.9369 -0.1233
C: 13.8107 -7.3631 -0.8040
C: 13.9479 -8.8703 -0.8224
C: 13.6878 -7.2332 2.0905
H: 14.6914 -6.8778 -0.3803
H: 13.6838 -6.9783 -1.8146
H: 14.0670 -9.2775 0.1821
H: 14.8179 -9.1590 -1.4130
H: 13.0605 -9.3189 -1.2682
H: 13.4757 -8.2612 2.3857
H: 13.6987 -6.6152 2.9838
H: 14.6664 -7.2022 1.6199

Cartesian forces (eV/Å) of the 6 atoms listed first:
-0.005 0.013 -0.312
0.164 -0.078 0.322
0.010 -0.135 -0.124
0.048 0.098 0.249
-0.096 0.016 0.033
0.058 0.205 0.060

Computed properties:
- structure (SMILES) = CCCCCCN[C@H](S)COC[C@@H](Cl)[C@@H](C)Cl.CCOC(C)=O.CCOC(C)=O.CCOC(C)=O.CCOC(C)=O.CCOC(C)=O.CCOC(C)=O.CCOC(C)=O.CCOC(C)=O.CCOC(C)=O
- HOMO level (eV) = -8.69

***

Question: Among the records above, which one has the lowest HOMO level?
Answer: C16H25CeClS

***

Question: Among the records above, which one has the highest HOMO level?
Answer: C48H97Cl2NO19S

***

Question: HOMO level of number 1 (C16H25CeClS)?
Answer: -15.13 eV

***

What did the first record say?
The following is a quantum chemistry calculation of C16H25CeClS as an isolated structure in a non-equilibrium geometry, from OMol25.

CARTESIAN COORDINATES (ANGSTROEM)
C: 0.2369 0.8735 -5.9553
C: 1.6249 1.3942 -5.9837
C: -0.0066 -0.5399 -6.3315
C: -0.8900 1.8352 -6.0182
Cl: 0.1011 0.3708 -2.5238
H: -0.0174 -0.6819 -7.4239
H: -0.9713 -0.8973 -5.9684
H: 0.7686 -1.2035 -5.9457
H: 1.9501 1.6512 -7.0045
H: 2.3425 0.6625 -5.6102
H: 1.7301 2.3055 -5.3930
H: -1.0819 2.1808 -7.0464
H: -0.6950 2.7308 -5.4268
H: -1.8231 1.3926 -5.6669
C: 1.6300 -0.8422 1.7266
C: 1.0422 -1.9558 1.0869
C: 1.4717 -1.9721 -0.2649
H: 0.3924 -2.6770 1.5521
C: 2.3391 -0.8697 -0.4455
C: 2.4363 -0.1787 0.7756
H: 3.0318 0.6974 0.9686
H: 1.5175 -0.5702 2.7620
H: 1.2013 -2.6934 -1.0167
H: 2.7977 -0.5817 -1.3747
C: -1.9440 0.9498 1.2616
C: -1.8088 -0.3787 1.7119
C: -2.1019 -1.2410 0.6300
H: -1.5201 -0.6856 2.7037
C: -2.4177 -0.4506 -0.4903
C: -2.3118 0.9066 -0.1074
H: -2.4752 1.7564 -0.7450
H: -1.8218 1.8398 1.8544
H: -2.0764 -2.3178 0.6547
H: -2.6513 -0.8100 -1.4769
Ce: 0.0000 0.0000 0.0000
C: 2.2634 3.9856 0.6198
S: 1.1013 2.5983 0.3817
C: -0.3608 3.6874 0.5634
H: 2.2945 4.6557 -0.2550
H: 3.2696 3.5478 0.7756
H: 2.0418 4.5054 1.5832
H: -0.1409 4.7101 0.1992
H: -1.1669 3.3629 -0.1054
H: -0.6740 3.7468 1.6281

Cartesian forces (eV/Å) of the 6 atoms listed first:
0.116 0.439 -3.120
-0.051 -0.190 1.373
-0.050 -0.192 1.386
-0.056 -0.202 1.372
-0.059 0.003 -0.787
0.090 0.515 0.016

Computed properties:
- total charge = +2
- energy above the lowest of the compared OMol25 structures with the same formula, charge and spin (kJ/mol) = 0.0
- HOMO level (eV) = -15.13